{"formula": "C8H7MgNO4", "method": "ωB97M-V/def2-TZVPD", "elements": ["Mg", "O", "C", "C", "O", "C", "O", "C", "O", "C", "H", "H", "C", "H", "H", "C", "C", "N", "H", "H", "H"], "coordinates": [[0.01, 0.00, 0.26], [0.15, 3.03, 0.59], [0.09, 1.89, 0.45], [-0.09, -1.90, 0.29], [-0.14, -3.05, 0.34], [1.91, -0.09, 0.26], [3.06, -0.15, 0.28], [-1.90, 0.09, 0.22], [-3.05, 0.15, 0.21], [0.04, 0.69, -4.83], [-0.85, 1.29, -4.98], [0.99, 1.20, -4.96], [-0.03, -0.69, -4.89], [0.87, -1.28, -5.06], [-0.97, -1.19, -5.08], [-0.09, 0.05, 4.97], [-0.05, 0.02, 3.49], [-0.02, 0.01, 2.33], [-0.97, 0.54, 5.41], [0.91, 0.36, 5.35], [0.13, -0.98, 5.34]], "lowdin_charge": [0.11, 0.28, 0.05, 0.07, 0.28, 0.07, 0.28, 0.07, 0.28, -0.07, 0.04, 0.04, -0.07, 0.04, 0.04, 0.01, -0.06, 0.14, 0.12, 0.13, 0.13], "e_lumo_ha": -0.366, "homo_lumo_gap_ev": 5.03, "multiplicity": 1, "energy_ev": -23513.3782, "de_lowest_ev": 4.319, "charge": 2}

{"formula": "C6H12O", "method": "ωB97M-V/def2-TZVPD", "elements": ["C", "C", "C", "O", "C", "C", "C", "H", "H", "H", "H", "H", "H", "H", "H", "H", "H", "H", "H"], "coordinates": [[-2.30, 0.59, -0.02], [-1.20, -0.30, 0.55], [-0.38, -0.90, -0.58], [0.82, -1.40, -0.01], [1.38, -0.13, 0.33], [2.28, 0.19, -0.95], [-0.02, 0.40, 1.26], [-2.87, 0.04, -0.78], [-1.87, 1.47, -0.51], [-3.01, 0.94, 0.74], [-1.63, -1.10, 1.16], [-0.87, -1.66, -1.19], [-0.01, 0.06, -1.03], [2.09, -0.19, 1.13], [3.14, -0.51, -0.90], [2.72, 1.19, -1.01], [1.82, -0.03, -1.93], [-0.27, 1.44, 1.54], [0.21, -0.12, 2.20]], "lowdin_charge": [-0.07, -0.37, -0.22, -0.13, -0.28, -0.04, -0.03, 0.08, 0.08, 0.07, 0.14, 0.14, 0.11, 0.11, 0.08, 0.06, 0.07, 0.10, 0.10], "e_lumo_ha": 0.040, "homo_lumo_gap_ev": 10.77, "multiplicity": 1, "energy_ev": -8461.8146, "smiles": "C[C@H]1CO[C@@H](C)C1", "de_lowest_ev": 2.539, "charge": 0}

{"formula": "C9H17Cl2NO2Re", "method": "ωB97M-V/def2-TZVPD", "elements": ["Re", "Cl", "Cl", "C", "H", "H", "C", "C", "H", "C", "H", "C", "H", "H", "C", "H", "H", "C", "H", "H", "H", "H", "N", "C", "C", "O", "O", "H", "H", "H", "H", "H"], "coordinates": [[0.37, 0.01, -0.12], [-0.77, -1.85, -0.84], [1.36, 1.79, 1.02], [2.04, -0.60, -0.65], [2.93, 0.03, -0.57], [2.30, -1.40, -1.34], [-0.49, 1.21, -1.63], [0.68, 0.55, -2.04], [-0.42, 2.29, -1.37], [0.70, -0.51, -3.19], [1.60, 1.19, -2.20], [-0.50, -0.33, -4.12], [1.65, -0.41, -3.72], [0.65, -1.54, -2.80], [-1.81, -0.21, -3.35], [-0.35, 0.56, -4.75], [-0.55, -1.16, -4.83], [-1.82, 0.94, -2.33], [-2.61, 0.04, -4.07], [-2.00, -1.13, -2.80], [-2.06, 1.85, -2.91], [-2.65, 0.83, -1.59], [-1.65, -1.23, 4.14], [-1.04, 0.10, 3.93], [-0.96, 0.27, 2.41], [-1.62, 1.17, 1.87], [-0.23, -0.63, 1.84], [-2.55, -1.27, 3.63], [-1.86, -1.41, 5.13], [-1.07, -2.01, 3.80], [-1.66, 0.84, 4.39], [-0.06, 0.11, 4.40]], "lowdin_charge": [0.97, 0.18, 0.06, -0.32, -0.01, 0.01, -0.37, -0.49, 0.10, -0.24, 0.12, -0.21, 0.11, 0.04, -0.25, 0.11, 0.11, -0.22, 0.11, 0.03, 0.11, 0.11, 0.19, -0.06, -0.73, 0.01, -0.27, 0.18, 0.17, 0.18, 0.13, 0.14], "e_lumo_ha": [-0.039, -0.040], "homo_lumo_gap_ev": [4.74, 7.39], "multiplicity": 4, "energy_ev": -42366.6129, "charge": 0}